{"formula": "C4H7NO2", "method": "wB97M-V/def2-TZVPD", "symbols": ["O", "C", "N", "C", "C", "C", "O", "H", "H", "H", "H", "H", "H", "H"], "xyz": [[2.599, -0.596, -0.814], [1.595, -0.414, -0.192], [1.161, 0.860, 0.299], [-0.180, 1.228, -0.191], [-1.048, -0.011, -0.467], [-0.571, -1.122, 0.454], [0.774, -1.460, 0.094], [1.165, 0.826, 1.313], [-0.644, 1.863, 0.569], [-0.063, 1.836, -1.093], [-2.114, 0.197, -0.326], [-0.913, -0.354, -1.499], [-0.619, -0.808, 1.507], [-1.143, -2.046, 0.348]], "homo_energy_ev": -9.93, "e_lumo_ha": 0.025, "smiles": "O=C1NCCCO1", "gap_ha": 0.3903}

=====

{"formula": "C12H33NO11P3S2", "method": "wB97M-V/def2-TZVPD", "symbols": ["N", "C", "C", "C", "O", "P", "S", "S", "O", "C", "C", "C", "O", "H", "H", "H", "H", "H", "H", "H", "H", "H", "H", "H", "H", "H", "H", "H", "C", "O", "P", "O", "O", "C", "O", "C", "H", "H", "H", "H", "H", "H", "H", "H", "H", "C", "O", "P", "O", "O", "C", "O", "C", "H", "H", "H", "H", "H", "H", "H", "H", "H"], "xyz": [[-1.784, 5.878, 2.982], [-1.547, 6.305, 1.811], [-0.303, 5.981, 1.023], [-0.635, 5.551, -0.402], [0.356, 5.994, -1.331], [-0.062, 5.209, -2.830], [-0.702, 4.468, -4.875], [1.828, 4.008, -2.966], [-0.987, 3.962, -2.048], [-0.650, 4.053, -0.686], [-1.354, 3.110, 0.276], [-2.849, 3.372, 0.420], [-3.563, 2.991, -0.749], [-1.012, 5.293, 3.304], [-2.309, 6.931, 1.344], [0.323, 6.877, 1.006], [0.236, 5.171, 1.520], [-1.532, 6.073, -0.775], [0.712, 6.227, -3.474], [-1.199, 6.074, -3.017], [-0.210, 3.223, -4.909], [1.400, 2.744, -2.794], [0.420, 3.809, -0.557], [-1.257, 2.100, -0.133], [-0.857, 3.148, 1.248], [-3.076, 4.400, 0.719], [-3.234, 2.734, 1.222], [-3.424, 3.678, -1.412], [1.329, -2.097, -0.379], [1.404, -1.873, -1.790], [0.065, -1.196, -2.446], [-0.305, -0.185, -1.436], [-0.798, -2.590, -2.338], [-0.222, -3.854, -2.660], [-0.722, -0.653, -3.754], [-2.152, -0.624, -3.684], [2.093, -2.835, -0.138], [1.543, -1.175, 0.158], [0.352, -2.481, -0.089], [-0.034, -4.412, -1.741], [0.715, -3.758, -3.207], [-0.934, -4.408, -3.271], [-2.470, 0.054, -2.892], [-2.567, -1.617, -3.529], [-2.493, -0.242, -4.644], [-0.438, -5.449, 3.913], [0.650, -4.522, 3.858], [1.785, -4.836, 2.703], [0.863, -5.250, 1.607], [2.441, -6.077, 3.541], [2.736, -5.957, 4.936], [3.109, -4.609, 1.751], [3.643, -5.763, 1.101], [-0.888, -5.328, 4.898], [-1.172, -5.213, 3.148], [-0.092, -6.475, 3.793], [2.005, -6.527, 5.511], [2.720, -4.924, 5.278], [3.726, -6.374, 5.112], [2.900, -6.180, 0.423], [3.970, -6.515, 1.816], [4.506, -5.420, 0.533]], "homo_energy_ev": -4.10, "e_lumo_ha": -0.017, "gap_ha": 0.1338, "charge": -1}

=====

{"formula": "CH4NOP", "method": "wB97M-V/def2-TZVPD", "symbols": ["O", "N", "C", "P", "H", "H", "H", "H"], "xyz": [[-2.034, -0.014, -0.624], [-1.464, -0.040, 0.524], [-0.131, 0.445, 0.544], [0.970, -0.921, -0.067], [0.151, 0.527, 1.562], [-0.104, 1.314, -0.114], [2.268, -0.381, -0.473], [0.344, -0.929, -1.354]], "homo_energy_ev": -9.71, "e_lumo_ha": -0.032, "smiles": "O=NCP", "gap_ha": 0.3244}

=====

{"formula": "C4H6O2", "method": "wB97M-V/def2-TZVPD", "symbols": ["C", "C", "O", "C", "C", "O", "H", "H", "H", "H", "H", "H"], "xyz": [[-1.078, 0.151, -1.755], [-0.623, 0.245, 0.079], [-1.144, -0.868, -0.290], [0.207, 0.127, 1.371], [1.655, -0.169, 1.063], [2.557, 0.619, 1.214], [-0.114, 0.487, -2.136], [-1.802, 0.957, -1.735], [-1.432, -0.705, -2.343], [0.147, 1.058, 1.941], [-0.218, -0.719, 1.931], [1.844, -1.185, 0.660]], "homo_energy_ev": -7.88, "e_lumo_ha": 0.014, "gap_ha": 0.3039}

=====

{"formula": "C38H44N2O10P", "method": "wB97M-V/def2-TZVPD", "symbols": ["C", "C", "N", "C", "C", "C", "C", "N", "C", "C", "C", "O", "C", "C", "C", "C", "C", "C", "C", "C", "C", "C", "P", "O", "O", "O", "C", "H", "H", "H", "H", "H", "H", "H", "H", "H", "H", "H", "H", "H", "H", "H", "H", "H", "H", "H", "H", "H", "H", "H", "H", "H", "H", "H", "H", "H", "H", "H", "H", "C", "C", "C", "O", "C", "C", "C", "O", "H", "H", "H", "H", "C", "C", "C", "O", "C", "C", "C", "O", "H", "H", "H", "H", "C", "C", "C", "O", "C", "C", "C", "O", "H", "H", "H", "H"], "xyz": [[-1.038, -2.158, -1.565], [-0.525, -1.108, -1.753], [0.084, 0.137, -1.976], [1.576, -0.137, -2.003], [2.412, 0.350, -1.014], [3.751, -0.003, -1.128], [4.164, -0.784, -2.192], [3.359, -1.281, -3.144], [2.075, -0.940, -3.010], [-0.353, 0.725, -3.294], [-1.837, 1.132, -3.303], [-2.478, 1.081, -2.041], [-1.718, 1.638, -0.985], [-2.471, 1.340, 0.320], [-2.873, -0.121, 0.505], [-4.235, -0.232, 1.226], [-5.181, -1.177, 0.503], [-5.694, -0.639, -0.842], [-6.380, 0.713, -0.754], [-6.878, 1.307, -2.107], [-6.731, 0.432, -3.345], [-7.791, -0.683, -3.451], [-1.708, 3.489, -1.258], [-0.501, 3.910, -1.969], [-2.999, 3.775, -2.145], [-1.893, 4.203, 0.151], [-0.271, 1.134, -0.914], [-1.504, -3.077, -1.309], [2.091, 0.949, -0.181], [4.462, 0.323, -0.394], [5.215, -1.029, -2.273], [1.391, -1.345, -3.745], [-0.166, 0.051, -4.116], [0.260, 1.610, -3.437], [-1.947, 2.117, -3.752], [-2.376, 0.438, -3.939], [-1.831, 1.640, 1.148], [-3.353, 1.977, 0.348], [-2.979, -0.652, -0.431], [-2.137, -0.596, 1.142], [-4.086, -0.621, 2.229], [-4.710, 0.737, 1.335], [-4.685, -2.124, 0.293], [-6.044, -1.400, 1.127], [-4.878, -0.632, -1.562], [-6.416, -1.358, -1.224], [-5.678, 1.428, -0.329], [-7.230, 0.638, -0.080], [-6.322, 2.226, -2.297], [-7.913, 1.614, -2.005], [-5.729, 0.035, -3.459], [-6.887, 1.085, -4.202], [-8.536, -0.587, -2.668], [-7.336, -1.667, -3.423], [-8.314, -0.611, -4.399], [-3.820, 3.445, -1.750], [-2.828, 4.286, 0.382], [0.394, 1.987, -0.990], [-0.109, 0.660, 0.047], [0.282, -3.964, 3.344], [-0.188, -2.823, 2.851], [-1.176, -2.011, 3.597], [-1.602, -0.964, 3.143], [-1.627, -2.515, 4.914], [-1.160, -3.657, 5.412], [-0.166, -4.472, 4.667], [0.263, -5.510, 5.116], [1.008, -4.570, 2.819], [0.130, -2.431, 1.892], [-2.349, -1.904, 5.441], [-1.474, -4.044, 6.372], [8.324, 2.208, 0.535], [9.308, 2.950, 0.033], [9.559, 3.010, -1.430], [10.452, 3.681, -1.890], [8.667, 2.209, -2.311], [7.685, 1.469, -1.806], [7.439, 1.415, -0.346], [6.539, 0.741, 0.123], [8.124, 2.145, 1.597], [9.968, 3.538, 0.658], [8.866, 2.265, -3.373], [7.026, 0.878, -2.430], [3.810, -1.285, 2.745], [5.017, -0.751, 2.579], [5.993, -0.697, 3.700], [7.090, -0.206, 3.554], [5.565, -1.266, 5.005], [4.357, -1.800, 5.165], [3.383, -1.851, 4.047], [2.279, -2.337, 4.186], [3.084, -1.335, 1.943], [5.342, -0.332, 1.636], [6.290, -1.218, 5.808], [4.027, -2.218, 6.108]], "homo_energy_ev": -12.10, "e_lumo_ha": -0.129, "gap_ha": 0.3151, "charge": 1}

=====

{"formula": "C3H11N7", "method": "wB97M-V/def2-TZVPD", "symbols": ["C", "C", "C", "N", "N", "N", "N", "N", "N", "N", "H", "H", "H", "H", "H", "H", "H", "H", "H", "H", "H"], "xyz": [[-0.349, 1.872, -0.352], [-0.270, -1.208, 1.798], [1.315, -0.920, -1.511], [-1.381, -0.992, 2.343], [1.868, -1.034, 0.868], [0.991, -1.670, 1.814], [-0.785, 0.712, 0.062], [-0.124, -0.440, 0.243], [-1.058, 2.972, -0.174], [1.280, -0.352, -0.135], [0.548, 2.063, -0.882], [1.071, -2.067, -1.499], [0.571, -0.530, -2.217], [2.284, -0.724, -2.041], [-2.011, -1.048, 3.057], [2.519, -1.682, 0.450], [-1.785, 0.597, 0.456], [-0.845, 3.934, -0.568], [-2.000, 2.942, 0.152], [1.381, -2.522, 2.139], [1.642, 0.566, -0.145]], "homo_energy_ev": [-13.82, -18.02], "spin_multiplicity": 3, "e_lumo_ha": [-0.254, -0.409], "s2": 2.01, "gap_ha": [0.2540, 0.2534], "charge": 2}

=====

{"formula": "C3H4N3O2S", "method": "wB97M-V/def2-TZVPD", "symbols": ["C", "C", "C", "N", "N", "N", "O", "O", "S", "H", "H", "H", "H"], "xyz": [[-0.889, 0.573, -0.488], [-0.078, -1.201, -1.783], [1.417, -0.153, -0.148], [-1.170, 0.654, 0.788], [0.148, -0.257, -0.843], [-0.769, -0.159, 1.713], [-1.528, 1.163, -1.343], [0.749, -1.983, -2.211], [-0.991, 0.480, 3.167], [1.027, -0.135, 0.866], [2.014, -1.112, -0.500], [1.859, 0.760, -0.364], [-1.790, 1.371, 1.145]], "homo_energy_ev": [-3.70, -2.48], "e_lumo_ha": [0.139, 0.106], "gap_ha": [0.2743, 0.1968], "charge": -1}